Run i
Below is a cluster of 2 separate species, C3H10NO3 in total, with properties calculated with wB97M-V/def2-TZVPD.

Output
HOMO energy	-15.1	eV
frontier orbital gap	11.88	eV
net charge	+1

Each line ends with the natural charge from an NBO analysis.
Atoms and positions in Å:
1 C 0.3677 -1.1446 -0.9580  -0.223
2 C 1.0972 -0.7780 0.3261  -0.543
3 C 1.2188 0.7173 0.4732  0.803
4 O 2.0706 1.0844 1.4068  -0.642
5 O 0.5635 1.4961 -0.1945  -0.637
6 N -1.0610 -0.6979 -0.9634  -0.686
7 H 0.9199 -0.6545 -1.7455  0.241
8 H 0.4147 -2.2088 -1.1009  0.237
9 H 2.1313 -1.0574 0.1439  0.274
10 H 0.7442 -1.2209 1.2414  0.262
11 H 2.2221 2.0397 1.3929  0.519
12 H -1.6137 -1.2318 -0.2964  0.441
13 H -1.4405 -0.8613 -1.8957  0.442
14 H -1.1189 0.2959 -0.6711  0.495
15 H -2.8984 1.6623 0.9319  0.503
16 H -1.4326 1.5376 1.1194  0.489
17 O -2.1851 1.0222 0.7899  -0.973

---

Run ii
Below is a cluster of 2 separate species, C3H10NO3 in total, with properties calculated with wB97M-V/def2-TZVPD.

Output
HOMO energy	-13.7	eV
frontier orbital gap	10.25	eV
net charge	+1

Each line ends with the natural charge from an NBO analysis.
Atoms and positions in Å:
1 O 1.0073 -1.4842 1.3263  -0.474
2 C 0.9838 -1.7135 0.1881  0.446
3 C -0.0235 -0.6482 -0.7383  -0.193
4 C 0.7862 0.6863 -0.8771  -0.068
5 O 0.9395 1.0993 -2.1705  -0.682
6 N -1.2936 -0.5338 0.0470  -0.790
7 H 1.7223 -2.2834 -0.4143  0.157
8 H -0.3180 -1.2945 -1.6556  0.236
9 H 1.8261 0.6387 -0.5846  0.200
10 H 0.2641 1.4512 -0.1712  0.162
11 H 1.9938 1.0756 -2.3010  0.491
12 H -1.5612 -1.5557 0.4128  0.456
13 H -0.9968 0.4429 0.7490  0.503
14 H -2.0752 -0.3392 -0.6386  0.436
15 H -1.1538 2.1752 1.9931  0.511
16 H -1.1816 1.0441 2.8647  0.520
17 O -0.9195 1.2391 1.9704  -0.911

---

Name the most stable of them. run i.

---

Run i
Below is an isolated molecule of C3H11N2O, with properties calculated with wB97M-V/def2-TZVPD.

Output
HOMO energy (spin up / spin down)	-2.2 / -10.6	eV
frontier orbital gap (spin up / spin down)	2.41 / 11.11	eV
spin multiplicity	2

Each line ends with the natural charge from an NBO analysis.
Atoms and positions in Å:
1 N -1.3008 -0.4161 0.6978  -0.730
2 C 0.0258 -0.2720 -0.0189  -0.145
3 C 1.0084 0.1499 1.0168  -0.118
4 O 1.7628 -1.1280 1.4100  -0.823
5 C -0.1265 0.8321 -1.1464  -0.250
6 N -1.2450 0.7240 -2.0701  -0.851
7 H -1.8031 0.4264 1.1314  0.252
8 H -1.8414 -0.7232 -0.1847  0.387
9 H -1.1896 -1.1956 1.4217  0.262
10 H 0.3525 -1.2954 -0.5357  0.164
11 H 1.8155 0.7955 0.6345  0.197
12 H 0.4048 0.6532 1.8278  0.141
13 H 2.3036 -1.0525 2.1939  0.473
14 H 0.8400 0.8439 -1.6889  0.196
15 H -0.1948 1.8468 -0.6786  0.108
16 H -0.7767 0.6113 -2.9713  0.375
17 H -1.6394 1.6985 -1.9326  0.362

---

Run ii
Below is a cluster of 2 separate species, C3H11N2O in total, with properties calculated with wB97M-V/def2-TZVPD.

Output
HOMO energy (spin up / spin down)	-9.2 / -9.1	eV
frontier orbital gap (spin up / spin down)	10.09 / 7.18	eV
spin multiplicity	2

Each line ends with the natural charge from an NBO analysis.
Atoms and positions in Å:
1 C 0.4759 -0.4937 1.0912  -0.219
2 C -0.5282 -1.4619 0.4856  -0.225
3 N -0.0135 -2.8299 0.5687  -0.831
4 N -0.1007 0.8518 1.1665  -0.819
5 H 0.7311 -0.8457 2.0910  0.177
6 H 1.3849 -0.5315 0.4794  0.168
7 H -1.4984 -1.3248 0.9707  0.168
8 H -0.6426 -1.2151 -0.5695  0.192
9 H -0.6729 -3.4732 0.1446  0.354
10 H 0.0461 -3.1150 1.5381  0.345
11 H 0.6028 1.5034 1.4918  0.346
12 H -0.3358 1.1618 0.2252  0.359
13 C 0.1267 2.3914 -1.9671  -0.320
14 O -0.4855 1.2375 -1.5282  -0.295
15 H -0.6134 3.1122 -2.3247  0.200
16 H 0.6525 2.8472 -1.1211  0.225
17 H 0.8712 2.1854 -2.7421  0.174

---

Name the most stable of them. run ii.

---

Run i
Below is a cluster of 2 separate species, C4H7IO in total, with properties calculated with wB97M-V/def2-TZVPD.

Output
HOMO energy (spin up / spin down)	-8.1 / -8.1	eV
frontier orbital gap (spin up / spin down)	7.92 / 7.95	eV

Each line ends with the natural charge from an NBO analysis.
Atoms and positions in Å:
1 C 0.5906 -1.0290 0.5586  0.658
2 C -0.8912 0.6753 -0.1457  -0.365
3 C 0.9129 -1.5794 -0.8231  -0.748
4 C -0.3493 1.8488 0.7610  -0.639
5 O 0.9676 -1.6000 1.5638  -0.515
6 I -2.9252 0.0026 0.0089  0.096
7 H -0.7665 0.7088 -1.1916  0.164
8 H 0.0545 -1.7492 -1.4122  0.242
9 H 1.5160 -2.5868 -0.6286  0.226
10 H 1.6327 -0.8400 -1.2282  0.240
11 H -0.3974 1.5610 1.7211  0.218
12 H -0.9283 2.7120 0.4993  0.206
13 H 0.5837 1.8759 0.3166  0.216

---

Run ii
Below is a cluster of 2 separate species, C4H7IO in total, with properties calculated with wB97M-V/def2-TZVPD.

Output
HOMO energy (spin up / spin down)	-7.6 / -7.8	eV
frontier orbital gap (spin up / spin down)	7.77 / 8.15	eV

Each line ends with the natural charge from an NBO analysis.
Atoms and positions in Å:
1 C -0.7735 -0.1029 1.1593  -0.476
2 C -1.5936 0.2119 -0.0529  -0.478
3 C -0.3136 -0.4946 -0.2030  0.435
4 C 1.6657 0.9968 -0.7658  -0.613
5 O -0.2240 -1.7092 -0.7462  -0.695
6 I 2.9412 0.1434 0.6507  0.077
7 H -0.4701 0.6763 1.7850  0.238
8 H -0.9513 -0.9723 1.6750  0.212
9 H -2.4377 -0.3769 -0.3913  0.223
10 H -1.5538 1.2572 -0.4302  0.239
11 H 1.5386 2.0462 -0.6104  0.182
12 H 1.8371 0.7748 -1.6930  0.149
13 H 0.3349 -2.4505 -0.3773  0.507

---

Name the most stable of them. run i.